No. 1
133
Properties=species:S:1:pos:R:3:forces:R:3 method="wB97M-V/def2-TZVPD" energy_ev=-113034.383 smiles="C[C@H](CC(=O)I)OC=O.C[C@@H]1COC(=O)O1.C[C@@H]1COC(=O)O1.C[C@@H]1COC(=O)O1.C[C@@H]1COC(=O)O1.C[C@@H]1COC(=O)O1.C[C@@H]1COC(=O)O1.C[C@@H]1COC(=O)O1.C[C@@H]1COC(=O)O1.C[C@@H]1COC(=O)O1" gap_ev=9.71 e_lumo_ev=0.0 total_charge=0 spin_multiplicity=1 max_force_ev_per_a=3.82
C 4.00295 0.28673 -7.46887 -0.10 -0.76 -0.16
C 3.07355 -0.95643 -7.40747 0.23 1.80 -0.44
C 1.83607 -0.73253 -6.49343 -0.32 -1.16 0.20
C 0.52180 -0.83756 -7.29373 1.47 -1.04 2.71
O 0.34628 -0.19162 -8.22321 -0.92 1.93 -3.17
I -1.05264 -2.20984 -6.66289 0.11 -0.08 0.13
O 3.88125 -2.04729 -6.92988 -1.02 -0.38 0.11
C 3.54454 -3.24425 -7.45878 0.42 -1.08 0.87
O 3.35381 -3.48163 -8.60271 -0.39 0.41 -1.27
H 3.62747 0.98199 -8.23235 0.07 -0.04 0.42
H 4.98862 -0.07988 -7.79275 -0.25 0.33 0.07
H 4.10781 0.78020 -6.49362 -0.05 -0.10 -0.28
H 2.71230 -1.10394 -8.43401 0.36 -0.53 0.26
H 1.79236 -1.49030 -5.70345 0.27 0.36 -0.05
H 1.86928 0.27296 -6.05606 -0.18 -0.33 -0.06
H 3.48966 -4.08931 -6.74527 0.33 0.62 0.39
C 1.15264 0.55663 -0.24233 -0.06 -0.62 -0.20
C 1.57023 0.05980 -1.60511 -0.17 0.46 0.81
C 0.85458 0.72871 -2.74685 0.00 0.33 -0.15
O 0.88068 -0.29289 -3.75851 -0.13 -0.25 0.20
C 0.92647 -1.48478 -3.11269 -0.04 -0.21 0.36
O 0.74313 -2.55198 -3.61720 0.23 0.43 -0.33
O 1.19456 -1.31429 -1.79772 0.02 -0.10 -0.59
H 1.69530 0.02283 0.53793 0.08 0.10 -0.03
H 1.34658 1.61799 -0.13646 0.05 -0.02 -0.13
H 0.09058 0.37077 -0.07135 -0.01 0.11 -0.12
H 2.65675 0.13042 -1.71731 -0.03 -0.05 -0.13
H 1.35928 1.62972 -3.09129 0.03 -0.14 -0.20
H -0.18820 0.96610 -2.52149 0.04 -0.08 0.14
C 5.62668 2.88237 2.90390 0.01 0.01 -0.46
C 4.17239 3.11826 3.23290 0.79 -0.02 0.05
C 3.61456 2.16987 4.26130 -0.01 0.02 0.41
O 2.22621 2.12537 3.90948 0.21 -0.12 -0.46
C 2.14885 2.38218 2.57783 -0.07 -0.05 -0.04
O 1.17074 2.21927 1.91875 0.04 0.38 0.49
O 3.33237 2.84316 2.09923 -0.44 -0.10 0.22
H 5.96509 3.59089 2.14705 0.02 0.05 0.10
H 6.25120 2.99446 3.79048 -0.07 0.03 0.02
H 5.77391 1.88350 2.48908 -0.06 -0.04 0.14
H 4.01496 4.16083 3.52443 -0.11 -0.05 0.03
H 3.74476 2.53085 5.27987 -0.23 0.00 -0.01
H 4.02319 1.15899 4.18584 0.07 0.06 -0.09
C 0.21979 4.00648 5.40756 0.30 -0.01 0.18
C 0.22735 5.50970 5.52621 -0.25 -0.79 0.05
C -0.41776 6.21667 4.36554 -0.36 0.19 -0.09
O 0.27053 7.47188 4.35289 0.28 -0.12 0.09
C 1.50471 7.25227 4.88321 0.14 0.08 0.02
O 2.40702 8.02298 4.83329 -0.07 -0.05 0.01
O 1.56690 6.02659 5.47268 -0.12 0.43 -0.20
H 0.71218 3.55475 6.27011 -0.11 -0.01 0.02
H -0.79891 3.62154 5.34684 -0.02 0.09 0.04
H 0.77163 3.68625 4.52911 -0.15 0.09 -0.07
H -0.21660 5.81651 6.47780 0.00 0.13 -0.07
H -1.48715 6.36138 4.50589 0.07 0.18 0.03
H -0.24684 5.71878 3.40650 0.07 -0.13 0.10
C -0.13449 -4.68788 -1.84065 0.25 -0.01 0.37
C -0.74049 -5.25862 -0.58141 0.21 0.09 -0.85
C -2.17810 -4.86937 -0.36053 -0.30 -0.10 -0.09
O -2.28715 -4.91486 1.06742 0.28 0.10 0.11
C -1.05084 -4.65703 1.56551 0.05 0.09 0.01
O -0.82071 -4.40883 2.70729 0.03 -0.11 0.00
O -0.11046 -4.71255 0.58815 -0.37 -0.11 0.38
H 0.90773 -4.99403 -1.93440 -0.05 -0.03 -0.07
H -0.67621 -5.02163 -2.72655 -0.02 -0.02 0.04
H -0.13873 -3.60280 -1.81192 -0.15 -0.05 0.05
H -0.61417 -6.34584 -0.55745 -0.08 0.01 0.13
H -2.87782 -5.56212 -0.82546 -0.05 -0.04 0.22
H -2.40645 -3.85284 -0.69298 0.14 0.00 -0.04
C -6.90100 5.56019 3.15041 -0.32 -0.20 0.23
C -5.83527 5.83549 4.18414 -0.47 0.01 -0.66
C -4.44395 5.45686 3.74722 0.29 0.19 -0.16
O -3.80318 5.16603 4.99574 -0.22 -0.08 0.04
C -4.77715 4.75406 5.85177 -0.01 -0.10 0.30
O -4.57368 4.23769 6.90225 0.00 0.06 -0.09
O -6.01100 5.00589 5.34221 0.46 0.02 0.13
H -7.88269 5.84333 3.53146 0.04 0.08 -0.05
H -6.70910 6.11724 2.23282 0.05 0.03 0.05
H -6.94945 4.49510 2.91646 0.13 0.03 -0.03
H -5.88195 6.87972 4.50665 0.11 -0.03 0.05
H -3.93219 6.26536 3.22758 0.12 -0.02 0.16
H -4.41492 4.55819 3.12557 -0.15 0.01 0.01
C -5.13673 -3.20280 -3.06707 0.21 -0.25 0.33
C -4.96840 -1.77294 -2.61209 -0.20 -0.63 -0.29
C -4.50018 -0.83571 -3.69300 -0.20 0.23 -0.30
O -3.80298 0.16696 -2.94753 0.12 -0.21 0.28
C -3.34112 -0.43032 -1.81755 0.09 0.01 0.05
O -2.54410 0.05150 -1.07819 -0.01 -0.04 -0.07
O -3.90659 -1.65773 -1.65139 0.10 0.47 -0.07
H -5.46362 -3.83021 -2.23660 -0.10 0.04 -0.05
H -5.87224 -3.27470 -3.86876 -0.01 0.06 0.03
H -4.18715 -3.61252 -3.41781 -0.01 0.13 -0.11
H -5.89026 -1.41505 -2.14441 0.07 0.10 0.01
H -5.32304 -0.39892 -4.25586 0.09 0.18 0.08
H -3.79662 -1.29821 -4.38892 0.00 -0.13 0.04
C -6.57006 1.61963 6.17423 0.06 -0.09 -0.43
C -8.02245 1.87747 6.48797 0.77 -0.04 0.00
C -8.60632 0.93871 7.51066 -0.08 0.04 0.35
O -9.98956 0.91632 7.14540 0.06 0.02 -0.29
C -10.05289 1.17351 5.81050 -0.12 -0.02 -0.14
O -11.02278 1.02676 5.14098 0.06 0.04 0.06
O -8.85307 1.61706 5.34616 -0.39 -0.08 0.26
H -6.21575 2.32324 5.42148 0.01 0.06 0.11
H -5.94980 1.72199 7.06450 -0.05 0.09 0.00
H -6.43281 0.61931 5.75816 -0.10 -0.04 0.13
H -8.16535 2.92253 6.77842 -0.07 -0.04 0.03
H -8.48059 1.29660 8.53083 -0.21 0.00 -0.02
H -8.21159 -0.07821 7.43720 0.09 0.06 -0.10
C 1.77022 -7.18130 4.68643 0.17 -0.25 0.32
C 1.92834 -5.74876 5.13526 -0.20 -0.63 -0.31
C 2.42004 -4.82107 4.05832 -0.29 0.33 -0.36
O 3.09850 -3.81193 4.81528 0.15 -0.21 0.24
C 3.53394 -4.40070 5.96072 0.09 0.02 0.10
O 4.30912 -3.91154 6.71762 -0.07 -0.01 -0.04
O 2.96619 -5.62693 6.12108 0.10 0.46 -0.07
H 1.42361 -7.80322 5.51285 -0.08 0.04 -0.05
H 1.05332 -7.25647 3.86817 -0.02 0.09 0.03
H 2.72709 -7.59415 4.36125 0.00 0.12 -0.08
H 0.99615 -5.38707 5.57806 0.05 0.11 -0.04
H 1.60844 -4.39046 3.47427 0.06 0.15 0.10
H 3.14046 -5.28796 3.38040 -0.02 -0.14 0.10
C 6.86514 -2.59196 -9.70293 -0.32 0.17 0.15
C 7.86543 -1.57833 -10.20223 -0.48 -0.57 0.18
C 9.29627 -1.91106 -9.86890 0.29 -0.12 -0.20
O 9.90199 -0.61697 -9.81020 -0.25 0.10 0.11
C 8.92627 0.26357 -9.45450 0.00 0.20 0.07
O 9.12070 1.38340 -9.11314 -0.01 -0.08 -0.05
O 7.69742 -0.31738 -9.53883 0.44 0.11 -0.08
H 5.84686 -2.30039 -9.96341 0.04 -0.06 -0.09
H 7.06641 -3.57251 -10.13656 0.00 0.03 -0.03
H 6.89692 -2.67438 -8.61462 0.16 0.00 -0.03
H 7.73429 -1.41538 -11.27615 0.10 0.04 0.01
H 9.77317 -2.52799 -10.62844 0.12 0.17 -0.01
H 9.41065 -2.39220 -8.89375 -0.15 -0.01 -0.01

***

No. 2
26
Properties=species:S:1:pos:R:3:forces:R:3 method="wB97M-V/def2-TZVPD" energy_ev=-94246.034 gap_ev="7.34 / 6.09" s_squared=6.0518 e_lumo_ev="-0.7 / -3.1" total_charge=0 spin_multiplicity=5 max_force_ev_per_a=0.07 de_lowest_kj_mol=0.00
Pd 1.10362 0.19935 -0.04173 0.01 -0.03 0.06
S -1.66283 -4.93296 4.35778 0.01 0.00 0.00
C -1.03506 -3.78872 3.39230 -0.03 0.01 0.00
S -1.07318 -3.87672 1.65536 0.02 0.00 0.01
C -0.26267 -2.37507 1.31639 0.00 -0.01 -0.01
C 0.13697 -1.63268 2.43924 -0.03 0.03 0.01
S 0.91726 -0.14355 2.42074 0.03 -0.01 -0.05
S -0.26337 -2.34682 3.97762 0.02 -0.01 0.00
S -0.04121 -1.93104 -0.29492 -0.03 0.06 0.00
S 1.37805 0.63234 -2.45677 0.01 -0.01 0.01
C 2.89145 -0.03542 -2.73541 -0.02 -0.01 0.01
C 3.39871 0.06468 -4.07533 0.01 0.00 -0.01
N 3.78135 0.15368 -5.15545 0.00 0.01 0.00
C 3.69116 -0.67552 -1.76810 -0.02 -0.01 0.01
S 3.27809 -0.89227 -0.15702 0.02 0.02 0.00
C 4.96877 -1.19075 -2.17367 0.01 -0.01 -0.02
N 5.99111 -1.61661 -2.48087 0.01 0.01 0.01
C -4.01549 2.47459 0.24381 0.00 0.00 0.00
C -2.69990 3.25600 0.19670 -0.01 0.01 0.00
C -1.54718 2.36416 0.10930 -0.01 -0.03 -0.01
N -0.66400 1.64017 0.03961 0.01 -0.01 -0.01
H -4.84772 3.17245 0.30839 0.00 0.00 0.00
H -4.04626 1.81801 1.11134 0.00 0.00 0.00
H -4.14020 1.86938 -0.65216 0.00 0.00 0.00
H -2.57215 3.87063 1.08873 0.00 0.00 0.00
H -2.66534 3.92270 -0.66590 0.00 0.00 0.00

***

No. 3
83
Properties=species:S:1:pos:R:3:forces:R:3 method="wB97M-V/def2-TZVPD" energy_ev=-56596.011 gap_ev=9.97 e_lumo_ev=2.8 total_charge=-1 spin_multiplicity=1 max_force_ev_per_a=1.44 de_lowest_kj_mol=213.62
Cl 3.59347 -22.14040 7.34453 0.98 -0.74 0.75
O 3.47005 -21.12689 6.32867 -0.32 0.04 -0.12
O 2.68199 -21.87654 8.44353 -0.26 0.03 -0.22
O 3.33900 -23.45605 6.79091 -0.35 0.36 -0.23
O 4.93854 -22.13773 7.86985 -0.07 0.23 -0.03
C 6.17475 -21.61764 4.04016 0.18 -0.14 -0.48
C 4.82441 -21.35007 3.39483 -0.28 0.02 0.35
C 4.90673 -21.09804 1.91160 -0.13 0.30 -0.09
O 3.97517 -22.46866 3.61418 0.28 0.00 -0.11
H 6.87469 -20.78468 3.93596 -0.15 0.12 0.17
H 6.63155 -22.46810 3.52268 -0.06 -0.08 0.11
H 6.04041 -21.87543 5.08997 0.11 0.10 0.06
H 4.33742 -20.48421 3.86779 0.22 0.10 0.00
H 5.37876 -20.12864 1.73440 0.17 -0.10 -0.07
H 3.90132 -21.03663 1.49228 0.00 -0.14 -0.01
H 5.46500 -21.88535 1.40420 0.00 -0.01 -0.04
H 3.93608 -22.54896 4.57489 -0.42 -0.26 0.04
C 6.34489 -19.45853 6.71880 -0.55 -0.25 0.68
C 7.09885 -18.13336 6.68161 -0.22 -0.10 -0.17
C 8.31957 -18.17746 5.77887 0.55 -0.15 -0.21
O 6.23852 -17.10280 6.20049 0.65 0.52 -0.22
H 5.54235 -19.51294 5.98061 0.42 0.07 -0.41
H 5.78847 -19.58478 7.65447 0.30 0.07 0.01
H 6.97461 -20.33958 6.61077 0.12 0.07 -0.01
H 7.45963 -17.88198 7.68686 -0.16 -0.04 0.07
H 9.12060 -17.49859 6.08518 -0.29 0.26 0.03
H 8.07238 -17.94907 4.74056 -0.17 -0.05 0.05
H 8.78341 -19.16584 5.80712 -0.15 -0.08 -0.03
H 5.53122 -16.92416 6.82948 -0.12 -0.36 0.10
C 6.74721 -25.07594 7.26444 0.05 0.93 -0.41
C 6.06497 -25.61215 6.00442 0.43 0.02 0.83
C 6.96162 -26.56935 5.26058 0.16 -0.82 -0.11
O 4.86743 -26.30566 6.38819 0.20 0.56 -0.45
H 6.85134 -25.83764 8.03404 0.14 -0.14 -0.10
H 6.19408 -24.22529 7.67166 -0.24 -0.24 0.08
H 7.71048 -24.62698 6.98897 0.12 -0.36 0.14
H 5.83675 -24.75184 5.36565 -0.23 -0.13 -0.10
H 6.38021 -27.11749 4.51533 0.09 0.12 -0.08
H 7.40438 -27.31755 5.92936 -0.27 0.04 0.13
H 7.82342 -26.10351 4.78047 -0.22 0.34 -0.07
H 4.25969 -25.58079 6.58493 -0.30 -0.18 0.15
C -0.05107 -23.14209 6.17382 0.40 0.49 0.01
C 0.14289 -24.54347 5.64070 -0.19 0.15 -0.54
C -1.02822 -25.45930 5.92604 -0.35 -0.28 0.34
O 0.31973 -24.45503 4.20758 -0.10 0.03 0.25
H 0.17168 -23.05690 7.23818 -0.22 -0.23 0.05
H -1.05701 -22.76365 5.97646 -0.06 -0.13 0.05
H 0.64362 -22.45555 5.68282 0.03 -0.15 -0.10
H 1.05990 -24.98252 6.04067 0.00 0.08 0.12
H -1.22989 -25.59962 6.99179 0.38 -0.05 0.03
H -0.83194 -26.43671 5.47514 -0.14 -0.05 0.12
H -1.97979 -25.07301 5.54416 0.22 0.15 -0.32
H -0.27966 -25.08279 3.79703 0.05 -0.02 -0.05
C -0.07315 -18.09063 2.83402 -0.43 -0.34 -0.21
C 0.96026 -19.04411 3.41039 -0.54 -0.40 0.65
C 1.64220 -18.47119 4.63534 0.82 0.94 -0.18
O 0.32627 -20.28539 3.74759 0.01 0.04 -0.26
H -0.53579 -18.53049 1.94658 0.23 0.10 -0.12
H 0.32367 -17.10363 2.60106 0.04 0.00 0.00
H -0.90687 -17.99141 3.53901 0.21 0.21 0.16
H 1.69806 -19.34393 2.66568 0.07 0.22 -0.04
H 0.96993 -18.19229 5.44954 -0.27 -0.48 -0.05
H 2.13189 -17.51622 4.39480 0.03 -0.15 -0.19
H 2.43516 -19.12890 4.98965 -0.25 -0.24 0.14
H -0.38592 -20.10576 4.37106 0.07 0.01 0.08
C -0.28153 -21.43034 10.34813 -0.24 -0.18 -0.16
O -0.06944 -20.96998 9.02533 0.03 -0.03 0.16
H -0.80937 -22.39464 10.35546 0.11 0.00 -0.01
H 0.65434 -21.54348 10.89961 -0.01 0.10 0.06
H -0.93301 -20.71647 10.85388 0.13 0.08 0.05
H 0.74241 -21.38603 8.70591 0.10 0.11 -0.13
C 4.80665 -21.21963 11.30796 0.19 0.52 0.31
O 3.76020 -22.10312 11.66220 -0.06 -0.09 -0.34
H 4.87341 -20.45479 12.08624 0.01 -0.17 0.10
H 5.76578 -21.74059 11.25408 0.04 0.03 -0.11
H 4.63032 -20.67573 10.37730 -0.09 -0.28 -0.16
H 3.58302 -22.62729 10.87130 -0.16 0.03 0.05
C 2.75842 -18.13415 8.08357 -0.34 -0.60 -0.10
O 3.87420 -17.82443 7.25719 -0.47 0.30 0.35
H 1.81238 -17.85464 7.60969 0.05 0.16 0.05
H 2.71691 -19.21058 8.25471 -0.04 -0.06 0.11
H 2.82558 -17.64883 9.05465 0.28 0.24 -0.12
H 3.84694 -18.45838 6.53259 0.17 0.00 -0.02